Record 1
The following is a quantum chemistry calculation of a molecular structure, C48H82ClN8O4P4Ti, from the OMol25 dataset.

Element x y z (Å)
Ti 0.11 0.12 1.37
C -3.47 0.33 0.40
C -2.91 1.34 -0.60
C -3.93 2.45 -0.83
P -1.25 1.82 0.11
C -0.28 2.84 -1.14
C -1.02 3.76 -2.10
C 0.77 3.60 -0.33
C -1.56 2.98 1.46
C -2.13 4.24 1.32
C -2.19 5.11 2.38
C -1.65 4.74 3.61
C -1.09 3.49 3.77
C -1.03 2.56 2.71
N -0.41 1.33 2.82
C -0.20 0.81 4.10
C -1.17 0.85 5.11
C -0.88 0.36 6.37
C 0.35 -0.22 6.64
C 1.30 -0.32 5.64
C 1.03 0.19 4.37
P 2.15 0.21 2.94
C 3.34 1.57 3.46
C 2.56 2.89 3.42
C 3.95 1.36 4.84
C 3.13 -1.37 3.01
C 2.31 -2.42 2.25
C 4.50 -1.20 2.35
H -4.41 -0.09 0.05
H -3.65 0.83 1.35
H -2.76 -0.49 0.58
H -2.69 0.86 -1.56
H -4.21 2.92 0.11
H -4.83 2.02 -1.27
H -3.57 3.21 -1.51
H 0.23 2.08 -1.76
H -1.59 4.51 -1.56
H -1.68 3.20 -2.75
H -0.29 4.28 -2.72
H 0.33 4.51 0.09
H 1.62 3.89 -0.95
H 1.13 2.99 0.51
H -2.53 4.54 0.37
H -2.63 6.09 2.27
H -1.65 5.43 4.43
H -0.66 3.23 4.73
H -2.14 1.28 4.91
H -1.63 0.42 7.15
H 0.57 -0.59 7.63
H 2.24 -0.81 5.84
H 4.14 1.60 2.71
H 1.82 2.91 4.22
H 2.03 3.01 2.47
H 3.23 3.73 3.56
H 3.19 1.43 5.61
H 4.69 2.14 5.02
H 4.46 0.40 4.92
H 3.25 -1.69 4.05
H 2.15 -2.10 1.22
H 1.35 -2.58 2.74
H 2.85 -3.38 2.23
H 4.41 -0.78 1.35
H 5.00 -2.17 2.27
H 5.15 -0.56 2.94
C -0.48 -3.11 5.06
N -0.79 -3.70 3.77
C -1.21 -5.09 3.87
P -1.45 -2.70 2.61
O -0.82 -1.36 2.60
O -1.04 -3.57 1.30
P -0.77 -2.91 -0.14
O -0.52 -1.45 -0.05
N -2.16 -3.24 -0.98
C -2.70 -2.32 -1.97
C -2.55 -4.62 -1.16
N 0.58 -3.76 -0.65
C 0.78 -3.80 -2.09
C 1.06 -4.96 0.01
N -3.11 -2.57 2.47
C -3.93 -3.75 2.27
C -3.72 -1.59 3.36
H -1.27 -3.28 5.80
H -0.33 -2.05 4.94
H 0.45 -3.56 5.44
H -0.36 -5.68 4.20
H -1.52 -5.45 2.89
H -2.03 -5.22 4.58
H -2.27 -1.34 -1.81
H -3.78 -2.27 -1.85
H -2.48 -2.66 -2.99
H -2.05 -5.24 -0.42
H -2.29 -4.99 -2.16
H -3.63 -4.72 -1.03
H 0.27 -2.95 -2.54
H 0.38 -4.72 -2.53
H 1.85 -3.75 -2.31
H 0.90 -4.89 1.08
H 2.13 -5.06 -0.19
H 0.56 -5.86 -0.37
H -3.40 -4.48 1.66
H -4.84 -3.45 1.74
H -4.23 -4.21 3.22
H -3.09 -0.71 3.41
H -3.87 -1.99 4.37
H -4.70 -1.32 2.95
C 1.99 2.60 -4.20
C 2.87 1.60 -4.96
C 2.76 1.92 -6.46
C 4.33 1.82 -4.56
C 2.44 0.11 -4.66
O 3.00 -0.79 -5.60
C 0.92 -0.14 -4.54
C 0.09 -0.11 -5.84
C -1.15 0.73 -5.64
C -2.12 0.30 -4.73
C -3.22 1.08 -4.44
C -3.37 2.31 -5.07
Cl -4.73 3.30 -4.70
C -2.44 2.73 -6.01
C -1.34 1.94 -6.28
C 3.08 -0.45 -3.35
N 2.66 0.09 -2.09
C 1.53 -0.15 -1.41
N 1.59 0.42 -0.21
C 2.82 1.02 -0.22
N 3.47 0.83 -1.34
H 2.39 3.60 -4.37
H 2.01 2.42 -3.13
H 0.97 2.59 -4.55
H 3.13 2.94 -6.62
H 1.74 1.90 -6.82
H 3.38 1.26 -7.06
H 4.66 2.79 -4.95
H 4.97 1.06 -5.00
H 4.47 1.85 -3.48
H 2.68 -0.58 -6.48
H 0.50 0.58 -3.84
H 0.80 -1.13 -4.11
H -0.20 -1.12 -6.12
H 0.66 0.30 -6.67
H -2.01 -0.66 -4.26
H -3.97 0.74 -3.74
H -2.57 3.67 -6.51
H -0.62 2.28 -7.02
H 4.16 -0.33 -3.42
H 2.87 -1.53 -3.36
H 0.71 -0.72 -1.78
H 3.23 1.59 0.58

Results
Total charge: +2
2S+1: 2
Orbital gap (spin up / spin down) (eV): 7.04 / 7.40
Highest occupied orbital energy (spin up / spin down) (eV): -11.92 / -11.94
Lowest unoccupied orbital energy (spin up / spin down) (eV): -4.9 / -4.5

---

Record 2
The following is a quantum chemistry calculation of 12 unconnected molecules or ions with the total composition C48H84N12, from the OMol25 dataset.

Element x y z (Å)
C -4.86 -1.36 -2.39
C -5.48 -0.31 -1.48
C -4.43 0.61 -0.72
C -3.73 -0.03 0.43
N -3.19 -0.56 1.32
H -5.57 -1.78 -3.10
H -4.25 -2.17 -1.98
H -4.06 -0.90 -2.95
H -6.16 -0.75 -0.75
H -6.15 0.28 -2.11
H -4.94 1.35 -0.10
H -3.81 1.00 -1.53
C 2.68 -1.34 5.47
C 2.58 -2.42 4.36
C 1.35 -3.36 4.44
C 0.76 -3.73 5.69
N 0.29 -4.04 6.70
H 2.82 -1.73 6.48
H 1.84 -0.65 5.55
H 3.57 -0.72 5.40
H 3.54 -2.92 4.30
H 2.59 -1.84 3.44
H 1.72 -4.21 3.87
H 0.55 -2.82 3.93
C 0.10 -1.43 0.95
C 1.30 -0.55 0.55
C 0.80 0.88 0.33
C -0.27 1.01 -0.66
N -1.10 1.01 -1.44
H -0.41 -1.19 1.88
H 0.40 -2.48 0.93
H -0.62 -1.47 0.13
H 1.79 -0.77 -0.40
H 2.08 -0.55 1.31
H 1.55 1.67 0.30
H 0.32 1.00 1.30
C 6.62 -3.26 -2.94
C 5.72 -2.72 -1.82
C 6.31 -2.74 -0.40
C 7.10 -3.94 -0.07
N 7.73 -4.85 0.17
H 6.95 -4.27 -2.70
H 7.52 -2.65 -2.89
H 6.20 -3.08 -3.93
H 4.74 -3.18 -1.83
H 5.62 -1.66 -2.08
H 5.40 -2.72 0.21
H 7.00 -1.94 -0.14
C -5.33 3.72 -5.42
C -4.02 3.53 -6.21
C -3.00 2.66 -5.47
C -3.33 1.23 -5.23
N -3.61 0.17 -5.03
H -4.96 4.21 -4.52
H -5.80 2.74 -5.26
H -6.03 4.45 -5.82
H -3.57 4.51 -6.27
H -4.23 3.17 -7.22
H -2.91 3.21 -4.54
H -2.12 2.72 -6.11
C 2.06 -0.41 -3.33
C 0.97 -1.29 -4.07
C -0.03 -2.03 -3.16
C 0.38 -3.00 -2.15
N 0.66 -3.79 -1.36
H 2.66 0.13 -4.06
H 2.71 -1.06 -2.76
H 1.77 0.41 -2.67
H 1.33 -2.05 -4.76
H 0.46 -0.47 -4.57
H -0.67 -2.45 -3.94
H -0.73 -1.37 -2.65
C -2.67 -0.22 6.54
C -3.58 0.99 6.20
C -4.40 0.65 4.95
C -5.78 1.06 4.82
N -6.91 1.44 4.75
H -3.26 -1.13 6.45
H -2.26 -0.18 7.55
H -1.76 -0.21 5.93
H -3.04 1.94 6.14
H -4.25 1.18 7.03
H -4.37 -0.33 4.48
H -3.98 1.19 4.10
C 2.03 8.64 -1.73
C 2.13 8.18 -0.30
C 3.28 7.29 0.04
C 3.37 6.01 -0.69
N 3.49 5.04 -1.27
H 2.89 9.22 -2.07
H 1.25 9.40 -1.70
H 1.70 7.90 -2.46
H 1.25 7.61 -0.02
H 2.08 9.07 0.33
H 3.18 6.98 1.09
H 4.19 7.89 -0.01
C -0.53 5.89 -2.00
C -1.56 7.03 -1.86
C -2.86 6.81 -2.55
C -3.04 7.16 -3.93
N -3.17 7.44 -5.05
H -0.45 5.74 -3.07
H -0.67 5.04 -1.34
H 0.42 6.33 -1.67
H -1.13 7.95 -2.27
H -1.64 7.33 -0.81
H -3.45 7.64 -2.17
H -3.42 5.88 -2.45
C 4.49 -8.90 1.13
C 4.24 -7.42 0.58
C 3.26 -7.30 -0.56
C 1.99 -7.97 -0.39
N 0.95 -8.46 -0.19
H 5.13 -9.55 0.53
H 3.56 -9.43 1.33
H 4.93 -8.93 2.13
H 5.18 -6.88 0.43
H 3.88 -6.78 1.39
H 3.69 -7.69 -1.48
H 3.10 -6.25 -0.79
C -5.17 -3.10 1.65
C -6.51 -3.78 1.95
C -7.30 -2.75 2.79
C -7.60 -1.42 2.12
N -7.89 -0.41 1.65
H -5.30 -2.16 1.11
H -4.61 -3.66 0.91
H -4.51 -3.06 2.51
H -6.61 -4.77 2.40
H -6.97 -3.92 0.97
H -6.86 -2.58 3.78
H -8.27 -3.21 2.91
C 4.85 0.49 -0.20
C 4.68 1.23 1.18
C 4.36 0.47 2.44
C 5.32 -0.60 2.74
N 6.05 -1.46 3.05
H 4.01 0.86 -0.79
H 4.57 -0.56 -0.23
H 5.83 0.62 -0.64
H 3.88 1.92 0.91
H 5.57 1.83 1.35
H 3.41 -0.05 2.58
H 4.45 1.13 3.30

Results
Total charge: 0
SMILES string: CCCC#N.CCCC#N.CCCC#N.CCCC#N.CCCC#N.CCCC#N.CCCC#N.CCCC#N.CCCC#N.CCCC#N.CCCC#N.CCCC#N
ΔE to the lowest compared entry with this formula, charge and spin (eV): 6.109
Orbital gap (eV): 10.62
Highest occupied orbital energy (eV): -10.79
Lowest unoccupied orbital energy (eV): -0.2

---

Record 3
The following is a quantum chemistry calculation of a molecular structure, C48H86F15HfO24, from the OMol25 dataset.

Element x y z (Å)
Hf -4.36 3.69 -0.11
C -1.98 1.03 0.90
O -0.68 1.35 0.45
O -2.79 2.02 0.36
C -2.26 -0.56 0.66
F -1.70 -1.29 1.63
F -3.58 -0.75 0.83
F -1.86 -1.05 -0.51
C 0.45 0.68 1.02
C 1.48 0.89 -0.06
H 1.25 0.23 -0.90
H 1.64 1.87 -0.51
H 2.49 0.52 0.13
H 0.48 -0.40 1.19
H 0.75 1.21 1.93
H -1.96 1.14 1.99
C -5.87 0.89 -0.99
O -4.85 1.42 -1.84
O -5.89 1.86 -0.02
C -7.15 0.51 -1.70
F -7.15 -0.75 -2.17
F -8.16 0.53 -0.81
F -7.45 1.33 -2.73
C -4.28 0.55 -2.81
C -2.96 1.17 -3.22
H -3.08 2.22 -3.50
H -2.21 1.13 -2.43
H -2.55 0.65 -4.08
H -4.92 0.45 -3.69
H -4.05 -0.49 -2.54
H -5.43 0.00 -0.53
C -4.63 3.51 3.50
O -5.30 2.33 3.21
O -4.32 4.02 2.23
C -5.28 4.35 4.60
F -4.51 5.43 4.84
F -6.52 4.80 4.32
F -5.38 3.61 5.69
C -5.03 1.16 4.04
C -5.96 0.07 3.51
H -5.79 -0.88 4.02
H -7.04 0.19 3.51
H -5.58 -0.07 2.49
H -5.20 1.18 5.12
H -4.01 0.78 3.96
H -3.67 3.30 3.97
C -3.74 -2.73 7.27
O -3.13 -3.40 6.19
C -2.74 -2.67 5.08
C -1.83 -1.45 5.24
O -2.50 -0.50 6.04
C -1.56 0.47 6.50
H -4.57 -2.16 6.85
H -3.10 -2.05 7.83
H -4.18 -3.38 8.02
H -3.63 -2.33 4.53
H -2.15 -3.29 4.39
H -1.66 -0.99 4.26
H -0.87 -1.85 5.60
H -0.75 -0.06 7.01
H -2.16 1.05 7.20
H -1.22 0.99 5.60
C 1.83 -2.32 -6.08
O 1.15 -3.29 -6.84
C 0.28 -4.11 -6.07
C -0.75 -3.41 -5.19
O -0.14 -2.91 -4.03
C -0.98 -2.20 -3.12
H 1.25 -1.69 -5.41
H 2.32 -1.55 -6.68
H 2.70 -2.78 -5.60
H 0.95 -4.70 -5.44
H -0.13 -4.86 -6.75
H -1.56 -4.08 -4.88
H -1.21 -2.59 -5.76
H -1.55 -1.45 -3.67
H -0.37 -1.69 -2.38
H -1.68 -2.89 -2.65
C 2.09 -2.95 -1.85
O 3.36 -3.09 -1.28
C 4.30 -3.76 -2.11
C 4.12 -5.32 -2.21
O 4.90 -5.84 -3.24
C 6.31 -5.77 -3.06
H 1.96 -2.20 -2.64
H 1.45 -2.59 -1.04
H 1.72 -3.93 -2.15
H 5.21 -3.65 -1.52
H 4.45 -3.23 -3.05
H 3.08 -5.55 -2.40
H 4.36 -5.79 -1.25
H 6.55 -6.32 -2.14
H 6.65 -4.74 -3.00
H 6.69 -6.34 -3.91
C 7.12 -4.26 0.98
O 5.86 -4.90 0.81
C 4.98 -4.70 1.94
C 4.29 -3.30 1.94
O 5.23 -2.25 1.77
C 4.57 -1.03 1.43
H 7.04 -3.29 0.50
H 7.86 -4.82 0.40
H 7.54 -4.30 1.98
H 5.60 -4.83 2.83
H 4.22 -5.48 1.95
H 3.74 -3.09 2.87
H 3.47 -3.28 1.22
H 5.37 -0.32 1.24
H 4.00 -0.61 2.27
H 3.87 -1.11 0.60
O 4.82 2.66 1.29
C 4.82 3.15 0.19
O 4.25 2.59 -0.89
C 4.43 3.37 -2.08
C 5.51 4.37 -1.72
C 5.43 4.50 -0.21
H 3.49 3.86 -2.32
H 4.70 2.71 -2.90
H 5.37 5.29 -2.27
H 6.50 3.99 -1.97
H 4.60 5.12 0.15
H 6.34 4.85 0.25
O -2.29 4.74 0.25
C -1.19 5.30 0.14
O -0.96 6.46 0.73
C 0.40 6.87 0.55
C 1.04 5.89 -0.37
C 0.06 4.73 -0.47
H 0.89 7.05 1.50
H 0.36 7.85 0.07
H 1.99 5.58 0.09
H 1.33 6.32 -1.33
H 0.38 3.81 0.02
H -0.15 4.56 -1.53
O 2.74 5.30 2.62
C 1.86 4.63 3.10
O 0.58 4.91 2.85
C -0.34 3.98 3.42
C 0.52 3.12 4.29
C 1.96 3.34 3.91
H -0.83 3.38 2.64
H -1.12 4.49 3.99
H 0.29 2.06 4.18
H 0.29 3.25 5.35
H 2.47 2.58 3.32
H 2.61 3.50 4.77
C -3.69 -3.69 -0.19
C -3.02 -5.08 -0.16
O -1.61 -4.96 0.15
C -1.15 -5.36 1.33
O -1.85 -5.77 2.24
C 0.36 -5.24 1.56
F 0.62 -4.29 2.44
F 0.85 -6.38 2.03
F 0.97 -4.94 0.40
H -4.73 -3.80 -0.52
H -3.13 -3.06 -0.88
H -3.79 -3.28 0.81
H -3.09 -5.51 -1.16
H -3.49 -5.73 0.57
C -0.09 3.61 -8.03
C 0.49 3.98 -6.67
O 0.35 2.96 -5.68
C 0.84 3.17 -4.49
O 1.31 4.22 -4.12
C 0.66 1.95 -3.52
F 0.11 0.88 -4.08
F 1.86 1.71 -2.98
F -0.11 2.34 -2.50
H -1.16 3.43 -7.92
H 0.34 2.67 -8.36
H 0.04 4.38 -8.78
H -0.02 4.88 -6.30
H 1.49 4.40 -6.70

Results
Total charge: +1
Orbital gap (eV): 4.01
Highest occupied orbital energy (eV): -10.40
Lowest unoccupied orbital energy (eV): -6.4